Formula: C26H30Br2FINOS
Source: OMol25
Level of theory: the ωB97M-V functional and the def2-TZVPD basis

The geometry in ORCA input format:
```
! wB97M-V def2-TZVPD RIJCOSX def2/J DEFGRID3
* xyz -1 1
C 1.332 -0.491 4.551
C 1.550 0.961 3.842
C 1.541 0.789 2.230
C 0.204 1.240 1.533
C 0.085 1.067 0.000
C -1.247 1.503 -0.807
C -2.119 2.618 -0.029
C -3.386 1.865 0.654
C -4.120 2.952 1.602
C -4.459 1.426 -0.486
C -4.911 -0.091 -0.151
C -3.958 -1.138 -0.923
C -3.585 -2.427 -0.379
C -4.319 -3.792 -0.781
C -2.334 -2.446 0.655
C 1.301 0.452 -0.795
C 2.645 0.041 -0.153
C 2.750 0.223 1.413
N 3.834 -0.516 -0.825
C 4.044 -1.961 -0.549
C 5.111 -2.170 0.667
O 5.781 -1.239 1.167
Br 5.417 -3.977 1.507
C 3.951 -0.170 -2.246
C 5.416 -0.142 -2.840
Br 7.020 -0.507 -1.758
C 5.635 0.204 -4.341
C 4.488 0.499 -5.337
F 4.759 0.793 -6.708
C 3.023 0.488 -4.769
C 2.815 0.171 -3.240
S 1.072 0.218 -2.640
H 2.060 -0.662 5.432
H 1.413 -1.361 3.790
H 0.272 -0.583 5.012
H 2.473 1.514 4.218
H 0.610 1.618 4.185
H -0.668 1.679 2.138
H -1.860 0.613 -1.181
H -0.847 2.027 -1.762
H -1.538 3.177 0.785
H -2.449 3.429 -0.788
H -2.947 0.976 1.228
H -4.872 2.498 2.334
H -4.642 3.715 0.906
H -3.291 3.553 2.138
H -3.987 1.391 -1.543
H -5.332 2.177 -0.478
H -4.953 -0.286 0.980
H -5.967 -0.256 -0.585
H -3.542 -0.777 -1.941
H -4.430 -3.922 -1.915
H -5.351 -3.787 -0.280
H -3.724 -4.696 -0.401
H -2.568 -1.907 1.647
H -2.042 -3.532 0.913
H -1.436 -1.936 0.136
H 3.695 -0.056 2.003
H 4.510 -2.518 -1.451
H 3.071 -2.439 -0.192
H 6.706 0.252 -4.747
H 2.133 0.720 -5.462
I 0.163 2.938 4.816
*
```

Output
Calculated total energy, Eh: -7081.92998
M, g/mol: 710.3
HOMO-LUMO gap, eV: 4.09



Formula: C26H30Cl54N2O4PS
Source: OMol25
Level of theory: the ωB97M-V functional and the def2-TZVPD basis

The geometry in ORCA input format:
```
! wB97M-V def2-TZVPD RIJCOSX def2/J DEFGRID3
* xyz 1 1
O 3.466 1.098 0.513
P 3.239 -0.052 -0.494
O 2.491 -1.328 0.381
O 2.296 0.558 -1.759
C 4.957 -0.650 -0.998
C 5.139 -0.926 -2.550
C 4.922 -2.275 -3.274
N 5.060 -2.646 -4.609
N 5.488 -1.709 -5.443
C 5.737 -0.400 -4.982
S 6.330 0.799 -6.296
C 5.597 0.186 -3.573
C 5.868 1.682 -3.133
C 7.549 1.837 -2.839
C 8.425 0.434 -3.139
O 8.078 1.030 -1.686
H 3.259 -1.851 0.727
H 2.097 -0.174 -2.389
H 5.210 -1.614 -0.434
H 5.714 0.166 -0.718
H 4.572 -3.120 -2.582
H 5.630 -1.967 -6.439
H 7.699 0.581 -6.529
H 5.613 2.462 -3.918
H 5.366 1.866 -2.131
H 8.066 2.874 -3.116
H 9.512 0.772 -3.088
H 8.039 -0.566 -2.775
C 2.313 0.051 3.607
Cl 0.876 -0.922 3.945
Cl 2.140 1.675 4.284
Cl 3.765 -0.737 4.249
H 2.417 0.137 2.529
C 11.640 1.278 -5.763
Cl 12.039 1.144 -4.044
Cl 12.689 0.236 -6.728
Cl 9.935 0.873 -6.043
H 11.801 2.308 -6.072
C -1.608 1.221 5.653
Cl -1.306 2.788 4.887
Cl -0.894 1.163 7.270
Cl -3.347 0.897 5.732
H -1.143 0.448 5.046
C -7.131 0.965 6.704
Cl -7.980 -0.526 6.270
Cl -7.395 2.212 5.477
Cl -7.657 1.537 8.294
H -6.065 0.751 6.752
C 2.133 4.825 6.462
Cl 0.695 3.853 6.806
Cl 1.960 6.452 7.135
Cl 3.584 4.039 7.101
H 2.237 4.911 5.382
C 2.290 -4.953 -3.638
Cl 0.858 -5.921 -3.275
Cl 2.124 -3.321 -2.967
Cl 3.748 -5.735 -3.008
H 2.385 -4.871 -4.718
C -6.903 4.890 9.582
Cl -5.483 5.551 8.761
Cl -7.139 5.678 11.148
Cl -8.345 5.070 8.571
H -6.736 3.829 9.754
C -10.804 2.752 9.963
Cl -9.900 1.346 10.544
Cl -12.195 2.235 9.003
Cl -11.315 3.768 11.317
H -10.149 3.339 9.323
C -10.719 0.660 4.099
Cl -11.525 -0.844 3.627
Cl -10.953 1.904 2.864
Cl -11.314 1.220 5.667
H -9.653 0.462 4.189
C 12.525 -0.601 -10.697
Cl 11.082 -1.563 -10.342
Cl 12.371 1.024 -10.015
Cl 13.974 -1.401 -10.074
H 12.620 -0.512 -11.777
C 17.110 -3.008 -12.629
Cl 17.409 -1.443 -13.397
Cl 17.850 -3.064 -11.023
Cl 15.373 -3.328 -12.525
H 17.565 -3.783 -13.243
C -11.518 -4.724 2.503
Cl -12.872 -5.579 3.253
Cl -10.039 -4.953 3.447
Cl -11.282 -5.271 0.837
H -11.751 -3.662 2.484
C -6.304 -0.571 2.315
Cl -5.995 0.995 1.549
Cl -5.586 -0.624 3.930
Cl -8.042 -0.891 2.394
H -5.841 -1.346 1.708
C -10.170 -5.435 -3.153
Cl -9.480 -3.844 -3.510
Cl -11.666 -5.687 -4.063
Cl -9.000 -6.713 -3.513
H -10.404 -5.475 -2.091
C -3.075 9.012 9.434
Cl -4.417 8.191 10.241
Cl -1.564 8.751 10.317
Cl -2.922 8.456 7.761
H -3.284 10.080 9.422
C 6.915 -4.880 -0.577
Cl 7.203 -4.488 -2.278
Cl 5.627 -3.860 0.091
Cl 6.509 -6.589 -0.393
H 7.829 -4.682 -0.021
C -4.573 2.279 -1.737
Cl -3.874 3.856 -2.130
Cl -6.109 2.051 -2.585
Cl -3.441 0.979 -2.140
H -4.764 2.247 -0.666
C -12.824 -3.037 -7.100
Cl -14.172 -3.898 -6.342
Cl -11.341 -3.257 -6.161
Cl -12.594 -3.588 -8.765
H -13.063 -1.976 -7.120
*
```

Output
Calculated total energy, Eh: -27008.54390
M, g/mol: 2412.0
HOMO-LUMO gap, eV: 6.25



Formula: C26H30Cl5N6O4OsS
Source: OMol25
Level of theory: the ωB97M-V functional and the def2-TZVPD basis

The geometry in ORCA input format:
```
! wB97M-V def2-TZVPD RIJCOSX def2/J DEFGRID3
* xyz 1 1
Os -0.496 -0.371 -1.194
C 0.154 2.978 -0.322
N -0.951 2.700 0.569
C -1.855 3.841 0.706
C -1.255 1.518 1.148
N -1.003 0.321 0.621
C -0.714 -0.783 1.485
C -1.708 -1.594 1.960
C -1.422 -2.586 2.917
C -0.147 -2.738 3.376
C 0.925 -2.029 2.780
C 2.264 -2.340 3.124
C 3.290 -1.848 2.379
C 3.021 -1.066 1.237
C 1.747 -0.671 0.920
N 1.442 -0.118 -0.361
C 2.361 0.505 -1.109
N 2.280 0.389 -2.453
C 2.490 1.525 -3.346
C 1.597 -0.746 -3.058
N 3.327 1.297 -0.605
C 4.619 1.453 -1.269
C 3.265 1.898 0.718
C 0.656 -1.090 1.756
N -1.833 1.625 2.378
C -1.337 2.594 3.346
C -3.057 0.946 2.778
H 0.706 3.839 0.065
H -0.197 3.237 -1.322
H 0.821 2.132 -0.379
H -1.390 4.641 1.287
H -2.783 3.539 1.180
H -2.091 4.212 -0.291
H -2.725 -1.439 1.627
H -2.225 -3.195 3.310
H 0.077 -3.458 4.152
H 2.451 -3.018 3.947
H 4.313 -2.114 2.608
H 3.839 -0.834 0.567
H 2.669 2.429 -2.769
H 1.587 1.669 -3.943
H 3.331 1.357 -4.019
H 1.695 -1.627 -2.430
H 2.061 -0.968 -4.020
H 0.537 -0.515 -3.278
H 4.687 0.789 -2.125
H 5.407 1.191 -0.561
H 4.777 2.482 -1.595
H 2.263 1.834 1.129
H 3.551 2.947 0.632
H 3.949 1.399 1.408
H -0.365 2.971 3.038
H -1.225 2.097 4.311
H -2.023 3.435 3.470
H -3.594 0.593 1.900
H -3.690 1.678 3.283
H -2.875 0.118 3.461
Cl -4.033 -0.731 -2.292
C -2.964 -2.201 -2.240
C -1.676 -1.999 -1.741
C -0.980 -3.196 -1.529
Cl 0.565 -3.110 -0.733
C -1.466 -4.457 -1.860
Cl -0.505 -5.853 -1.602
C -2.747 -4.582 -2.382
Cl -3.374 -6.119 -2.790
C -3.533 -3.437 -2.532
Cl -5.159 -3.613 -3.024
O -1.627 0.917 -3.763
S -1.677 0.956 -2.325
O -4.813 -0.794 -3.513
O -2.407 2.049 -1.738
O -4.805 -0.858 -1.059
*
```

Output
Relative energy (zero: lowest compared OMol25 entry of this formula, charge and spin), eV: 0.0000
Calculated total energy, Eh: -4427.60444
M, g/mol: 890.1
HOMO-LUMO gap, eV: 7.40



Formula: C26H30F5N2O2
Source: OMol25
Level of theory: the ωB97M-V functional and the def2-TZVPD basis

The geometry in ORCA input format:
```
! wB97M-V def2-TZVPD RIJCOSX def2/J DEFGRID3
* xyz 1 1
C 2.331 -3.231 3.118
C 1.664 -1.791 3.015
C 2.577 -0.756 2.216
C 3.001 -1.340 0.795
N 1.904 0.557 2.025
C 0.572 0.590 1.529
C 0.323 2.014 1.451
C -1.077 2.461 0.887
C -1.382 1.487 -0.332
C -2.577 0.653 -0.332
C -2.803 -0.265 -1.455
C -1.779 -0.301 -2.521
C -0.587 0.561 -2.522
C -0.360 1.477 -1.407
N 1.420 2.772 1.878
C 2.367 1.818 2.217
C 3.828 2.115 2.724
F 3.971 3.501 2.644
F 4.044 1.604 3.981
C 4.802 1.511 1.640
C 5.718 0.403 1.891
C 6.573 -0.155 0.845
C 6.516 0.413 -0.521
C 5.592 1.529 -0.735
C 5.519 2.139 -2.167
F 5.249 1.115 -3.058
F 4.444 3.007 -2.247
F 6.648 2.825 -2.518
C 4.726 2.110 0.288
H 1.627 -3.957 2.626
H 3.319 -3.311 2.598
H 2.430 -3.561 4.191
H 1.567 -1.392 4.062
H 0.653 -1.918 2.531
H 3.478 -0.596 2.870
H 2.094 -1.821 0.324
H 3.352 -0.545 0.089
H 3.770 -2.152 0.892
H -0.086 -0.261 1.248
H -1.063 3.539 0.572
H -1.905 2.286 1.622
H -3.276 0.759 0.541
H -3.690 -0.937 -1.505
H -1.960 -1.032 -3.344
H 0.136 0.468 -3.364
H 0.540 2.145 -1.353
H 1.473 3.789 1.907
H 5.735 -0.034 2.920
H 7.282 -1.001 1.016
H 7.134 0.001 -1.354
H 4.011 2.938 0.085
O -5.619 -0.166 -3.219
C -6.508 -0.778 -2.683
O -6.978 -1.906 -3.244
C -7.875 -2.816 -2.592
C -9.318 -2.405 -2.797
C -7.177 -0.250 -1.440
H -7.620 -2.932 -1.536
H -7.709 -3.789 -3.057
H -9.525 -1.430 -2.351
H -9.993 -3.138 -2.353
H -9.541 -2.320 -3.863
H -7.991 0.416 -1.724
H -6.439 0.313 -0.867
H -7.548 -1.030 -0.777
*
```

Output
Calculated total energy, Eh: -1767.75700
M, g/mol: 497.5
HOMO-LUMO gap, eV: 8.28



Q: What is the M in the fourth record?
A: 497.5 g/mol